# 1
A structure of composition C54H103F3N2O9Si2 in a non-equilibrium geometry, computed with the ωB97M-V functional and the def2-TZVPD basis.

Each line ends with the Mulliken charge.
Positions of all 173 atoms, in Å:
C -0.77 -4.14 -5.46  -1.092
C -1.63 -3.45 -6.52  0.682
O -1.53 -3.74 -7.70  -0.605
N -2.53 -2.52 -6.02  -0.061
C -3.16 -1.67 -7.03  -0.899
C -4.34 -0.88 -6.41  -0.471
C -5.32 -1.81 -5.69  -0.623
C -6.18 -1.10 -4.61  -0.971
Si -5.08 -0.84 -3.11  0.923
O -5.90 -0.17 -1.82  -0.380
Si -5.05 0.06 -0.38  0.023
C -3.26 0.58 -0.63  -0.608
C -3.11 1.89 -1.46  -0.876
C -2.16 2.92 -0.85  -1.222
C -0.79 2.35 -0.41  -0.149
C 0.42 3.10 -1.02  -0.895
C 1.46 3.55 0.02  0.121
C 2.77 2.72 -0.01  -0.908
C 4.01 3.58 0.37  -0.786
C 4.77 3.96 -0.94  -0.944
C 5.75 2.84 -1.35  -0.410
C 5.88 2.76 -2.90  -0.745
C 7.33 2.89 -3.41  -0.893
N 7.96 1.62 -3.76  0.190
C 8.02 0.50 -3.00  -0.464
C 8.74 -0.40 -3.74  -0.274
C 9.11 0.19 -4.96  -0.806
C 8.59 1.47 -4.94  -0.236
C -5.22 -1.37 0.84  -0.792
C -5.10 -2.80 0.24  -0.475
C -3.71 -3.33 0.40  0.493
F -3.53 -4.26 1.38  -0.287
C -2.63 -2.99 -0.34  0.027
F -1.55 -2.45 0.22  -0.249
F -2.47 -3.18 -1.64  -0.167
H -0.43 -5.11 -5.80  0.330
H -1.33 -4.27 -4.53  0.244
H 0.08 -3.50 -5.21  0.287
H -2.15 -1.99 -5.24  0.162
H -3.49 -2.22 -7.90  0.426
H -2.43 -0.91 -7.34  0.357
H -3.89 -0.13 -5.76  0.207
H -4.89 -0.35 -7.18  0.397
H -4.83 -2.66 -5.21  0.271
H -5.98 -2.25 -6.45  0.418
H -6.60 -0.17 -5.00  0.446
H -7.01 -1.75 -4.29  0.387
H -4.00 0.10 -3.50  -0.342
H -4.41 -2.12 -2.78  -0.244
H -5.68 1.23 0.27  -0.288
H -2.85 0.76 0.37  0.577
H -2.64 -0.21 -1.07  0.521
H -4.09 2.30 -1.69  0.538
H -2.69 1.61 -2.43  0.265
H -2.64 3.51 -0.06  0.295
H -1.94 3.65 -1.64  0.499
H -0.74 1.28 -0.63  0.173
H -0.73 2.47 0.67  0.286
H 0.09 4.01 -1.54  0.418
H 0.91 2.50 -1.79  0.266
H 1.73 4.61 -0.11  -0.202
H 1.08 3.48 1.04  0.380
H 2.65 1.90 0.70  0.308
H 2.90 2.31 -1.01  0.410
H 3.65 4.49 0.85  0.186
H 4.63 2.99 1.04  0.490
H 4.01 4.07 -1.71  0.407
H 5.28 4.92 -0.82  0.363
H 5.38 1.89 -0.98  0.366
H 6.73 3.05 -0.92  0.459
H 5.37 1.88 -3.28  0.386
H 5.34 3.62 -3.31  0.465
H 7.36 3.55 -4.27  0.334
H 7.93 3.38 -2.63  0.342
H 7.60 0.38 -2.02  0.395
H 9.00 -1.40 -3.43  0.438
H 9.69 -0.24 -5.75  0.407
H 8.69 2.21 -5.71  0.347
H -4.54 -1.30 1.69  0.519
H -6.23 -1.30 1.26  0.469
H -5.49 -2.91 -0.77  0.320
H -5.72 -3.46 0.87  0.340
C 6.58 -5.33 -2.41  -0.562
C 7.69 -4.30 -2.31  -0.484
C 6.93 -3.06 -1.86  -0.179
O 5.83 -3.53 -1.08  -0.422
C 5.69 -4.94 -1.24  -0.496
H 6.92 -6.36 -2.35  0.353
H 6.03 -5.21 -3.35  0.269
H 8.41 -4.60 -1.55  0.295
H 8.23 -4.15 -3.25  0.330
H 6.53 -2.51 -2.72  0.198
H 7.54 -2.38 -1.26  0.153
H 6.02 -5.42 -0.31  0.274
H 4.64 -5.19 -1.40  0.272
C -6.41 3.41 4.09  -0.725
C -4.97 3.64 4.52  -0.364
C -4.28 2.40 3.99  -0.367
O -5.00 2.01 2.81  -0.296
C -6.23 2.74 2.74  -0.445
H -7.01 4.32 4.04  0.357
H -6.90 2.72 4.79  0.281
H -4.57 4.53 4.03  0.291
H -4.84 3.77 5.60  0.215
H -4.32 1.58 4.71  0.164
H -3.23 2.58 3.73  0.280
H -6.14 3.47 1.94  0.307
H -7.04 2.05 2.50  0.291
C -2.42 2.34 9.17  -0.591
C -3.72 1.91 9.83  -0.550
C -4.76 2.41 8.84  -0.496
O -4.15 2.37 7.55  -0.276
C -2.74 2.14 7.70  -0.393
H -1.55 1.78 9.50  0.340
H -2.24 3.40 9.37  0.274
H -3.76 0.82 9.90  0.263
H -3.86 2.31 10.84  0.329
H -5.04 3.45 9.05  0.274
H -5.67 1.81 8.83  0.290
H -2.53 1.11 7.38  0.279
H -2.19 2.82 7.05  0.271
C 3.05 9.33 0.00  -0.703
C 4.52 9.34 0.39  -0.428
C 4.67 7.98 1.05  -0.142
O 3.73 7.10 0.41  -0.253
C 2.84 7.88 -0.39  -0.456
H 2.81 10.03 -0.81  0.365
H 2.43 9.58 0.86  0.278
H 5.15 9.39 -0.50  0.264
H 4.80 10.16 1.05  0.281
H 4.41 8.03 2.12  0.229
H 5.67 7.57 0.95  0.004
H 3.09 7.71 -1.45  0.277
H 1.81 7.54 -0.22  0.310
C 9.24 8.49 3.19  -0.600
C 9.59 9.92 2.82  -0.554
C 8.58 10.21 1.71  -0.511
O 7.42 9.43 2.00  -0.301
C 7.72 8.49 3.04  -0.354
H 9.56 8.20 4.19  0.347
H 9.69 7.80 2.47  0.277
H 9.41 10.58 3.67  0.260
H 10.62 10.06 2.50  0.333
H 8.97 9.90 0.74  0.297
H 8.31 11.27 1.66  0.275
H 7.23 8.81 3.96  0.242
H 7.33 7.51 2.76  0.271
C -4.49 -8.62 1.49  -0.514
C -4.16 -7.19 1.07  -0.418
C -5.14 -6.97 -0.08  -0.153
O -6.30 -7.76 0.22  -0.459
C -6.00 -8.66 1.30  0.145
H -4.19 -8.86 2.51  0.365
H -4.01 -9.33 0.81  0.203
H -4.38 -6.50 1.88  0.193
H -3.13 -7.05 0.77  0.402
H -4.73 -7.32 -1.03  0.245
H -5.44 -5.93 -0.19  0.001
H -6.53 -8.30 2.19  0.286
H -6.37 -9.65 1.06  -0.304
C -4.72 -13.85 0.80  -0.544
C -5.73 -13.16 -0.12  -0.487
C -6.78 -12.69 0.88  -0.427
O -6.09 -12.43 2.11  -0.413
C -4.77 -12.96 2.03  -0.324
H -3.72 -13.93 0.37  0.335
H -5.07 -14.85 1.04  0.261
H -5.26 -12.29 -0.60  0.240
H -6.13 -13.80 -0.89  0.342
H -7.53 -13.47 1.06  0.314
H -7.29 -11.78 0.55  0.242
H -4.07 -12.12 1.95  0.177
H -4.54 -13.50 2.95  0.284

The LUMO energy is 0.0104 Ha. The molecular weight comes out at 1037.6 g/mol. The calculation puts the highest occupied orbital energy at -8.1 eV.

# 2
A cluster of 6 separate species, C54H114N6O6 in total in a non-equilibrium geometry, computed with the ωB97M-V functional and the def2-TZVPD basis.

Each line ends with the Mulliken charge.
Positions of all 180 atoms, in Å:
C 37.04 -2.18 -17.70  -1.731
C 35.81 -1.61 -17.01  1.625
C 34.86 -1.05 -18.06  -1.253
C 34.04 -2.09 -18.81  -0.863
C 33.32 -3.00 -17.82  -1.301
C 34.20 -3.59 -16.71  2.688
N 35.08 -2.58 -16.20  0.675
O 35.87 -3.07 -15.14  -0.530
C 33.28 -4.02 -15.58  -2.882
C 34.90 -4.83 -17.28  -2.030
C 36.19 -0.45 -16.11  -1.951
H 36.79 -2.81 -18.56  0.340
H 37.62 -2.79 -17.01  0.337
H 37.67 -1.36 -18.04  0.447
H 34.22 -0.22 -17.72  0.377
H 35.49 -0.53 -18.80  0.409
H 34.73 -2.70 -19.40  0.296
H 33.28 -1.62 -19.41  0.459
H 32.82 -3.80 -18.36  0.414
H 32.54 -2.42 -17.31  0.319
H 33.82 -4.46 -14.74  0.617
H 32.68 -3.18 -15.22  0.343
H 32.58 -4.81 -15.88  0.393
H 34.21 -5.65 -17.43  0.434
H 35.44 -4.65 -18.21  0.342
H 35.66 -5.21 -16.58  0.411
H 36.68 0.31 -16.74  0.452
H 36.91 -0.69 -15.33  0.378
H 35.33 0.05 -15.68  0.385
H 35.35 -2.89 -14.35  0.327
C 22.86 -3.22 -23.54  -1.617
C 21.45 -3.39 -24.11  2.329
C 21.44 -3.31 -25.64  -1.562
C 22.20 -4.42 -26.29  -0.248
C 21.58 -5.77 -25.93  -1.447
C 21.38 -5.95 -24.42  1.613
N 20.89 -4.72 -23.81  0.086
O 20.79 -4.93 -22.40  -0.496
C 20.34 -7.04 -24.19  -1.948
C 22.69 -6.49 -23.80  -1.723
C 20.51 -2.34 -23.53  -2.257
H 22.87 -3.53 -22.49  0.434
H 23.11 -2.15 -23.52  0.338
H 23.60 -3.74 -24.13  0.113
H 20.39 -3.45 -25.94  0.446
H 21.73 -2.30 -25.95  0.398
H 23.27 -4.45 -26.06  0.298
H 22.17 -4.27 -27.38  0.365
H 22.25 -6.52 -26.34  0.436
H 20.60 -5.90 -26.40  0.367
H 20.25 -7.33 -23.15  0.373
H 19.35 -6.68 -24.48  0.492
H 20.61 -7.92 -24.78  0.395
H 23.54 -5.82 -23.90  0.298
H 22.55 -6.65 -22.73  0.381
H 22.95 -7.44 -24.28  0.487
H 19.46 -2.63 -23.61  0.470
H 20.59 -1.42 -24.11  0.441
H 20.76 -2.09 -22.50  0.435
H 19.96 -4.49 -22.18  0.366
C 29.04 1.35 -14.94  -1.089
C 29.67 2.74 -14.72  1.624
C 28.68 3.82 -15.20  -1.324
C 27.45 3.91 -14.33  -0.545
C 27.80 4.19 -12.87  -1.303
C 28.88 3.22 -12.30  1.806
N 29.93 3.04 -13.32  0.319
O 31.02 2.28 -12.81  -0.577
C 29.57 3.95 -11.16  -2.116
C 28.23 1.93 -11.79  -1.433
C 30.96 2.89 -15.51  -2.282
H 29.55 0.57 -14.37  -0.105
H 29.26 1.10 -15.98  0.292
H 28.00 1.26 -14.65  0.362
H 29.15 4.80 -15.25  0.414
H 28.37 3.51 -16.20  0.356
H 26.86 2.99 -14.38  0.249
H 26.75 4.68 -14.66  0.425
H 26.89 3.89 -12.34  0.396
H 28.11 5.20 -12.66  0.403
H 30.26 3.29 -10.63  0.396
H 30.14 4.80 -11.52  0.502
H 28.83 4.27 -10.42  0.442
H 27.97 2.02 -10.73  0.544
H 27.37 1.61 -12.39  0.317
H 28.92 1.08 -11.86  0.155
H 31.61 2.03 -15.35  0.421
H 31.50 3.76 -15.14  0.509
H 30.74 2.94 -16.58  0.388
H 30.75 1.35 -12.85  0.339
C 27.40 -3.92 -12.79  -1.853
C 28.66 -3.65 -13.63  2.254
C 28.95 -2.12 -13.52  -1.392
C 29.76 -1.68 -12.31  0.412
C 30.99 -2.57 -12.22  -0.900
C 30.60 -4.04 -12.04  1.332
N 29.82 -4.40 -13.21  1.151
O 29.72 -5.78 -13.44  -0.546
C 31.90 -4.84 -12.01  -1.568
C 29.87 -4.31 -10.70  -2.073
C 28.43 -3.85 -15.13  -2.164
H 26.50 -4.06 -13.40  0.453
H 27.20 -3.15 -12.06  0.306
H 27.50 -4.88 -12.26  0.349
H 29.47 -1.72 -14.40  0.188
H 27.98 -1.60 -13.50  0.517
H 29.18 -1.78 -11.39  0.394
H 30.07 -0.64 -12.45  -0.777
H 31.67 -2.29 -11.42  0.668
H 31.54 -2.56 -13.16  -0.119
H 31.84 -5.83 -11.57  0.376
H 32.32 -4.96 -13.02  0.089
H 32.75 -4.31 -11.56  0.378
H 29.09 -3.59 -10.50  0.331
H 29.51 -5.34 -10.71  0.421
H 30.61 -4.27 -9.89  0.432
H 27.87 -4.77 -15.32  0.467
H 29.37 -3.95 -15.67  0.278
H 27.86 -3.03 -15.58  0.429
H 30.22 -5.91 -14.26  0.329
C 26.89 0.81 -22.10  -1.573
C 26.44 -0.40 -21.28  1.546
C 27.03 -1.68 -21.87  0.555
C 28.48 -1.91 -21.46  -0.841
C 28.65 -1.85 -19.96  -1.203
C 28.12 -0.53 -19.38  2.099
N 26.78 -0.30 -19.87  0.526
O 26.21 0.85 -19.27  -0.504
C 28.06 -0.68 -17.86  -2.721
C 29.08 0.64 -19.68  -1.782
C 24.92 -0.51 -21.42  -1.752
H 27.97 0.94 -22.15  0.320
H 26.46 1.73 -21.72  0.384
H 26.56 0.69 -23.13  0.218
H 26.44 -2.58 -21.62  0.587
H 26.99 -1.54 -22.95  -1.208
H 29.07 -1.09 -21.88  0.252
H 28.84 -2.86 -21.88  0.548
H 29.70 -1.97 -19.67  0.245
H 28.12 -2.65 -19.43  0.399
H 27.94 0.29 -17.39  0.625
H 27.16 -1.28 -17.63  0.559
H 28.91 -1.19 -17.40  0.454
H 29.97 0.61 -19.04  0.452
H 29.55 0.56 -20.66  0.347
H 28.59 1.59 -19.52  0.356
H 24.70 -0.81 -22.45  0.021
H 24.37 0.40 -21.20  0.432
H 24.54 -1.30 -20.78  0.524
H 25.50 0.49 -18.73  0.331
C 29.20 -2.47 -27.06  -1.893
C 28.12 -1.55 -27.62  1.439
C 27.68 -2.09 -28.97  -1.117
C 26.43 -1.42 -29.53  -0.743
C 25.31 -1.51 -28.51  -1.163
C 25.66 -0.97 -27.11  1.956
N 26.97 -1.48 -26.74  0.206
O 27.30 -1.16 -25.41  -0.210
C 25.66 0.57 -27.13  -1.638
C 24.62 -1.46 -26.12  -1.663
C 28.77 -0.16 -27.85  -1.676
H 28.90 -3.52 -27.10  0.385
H 29.30 -2.23 -26.00  0.367
H 30.13 -2.30 -27.58  0.426
H 28.51 -1.94 -29.66  0.380
H 27.46 -3.16 -28.86  0.373
H 26.14 -1.97 -30.43  0.405
H 26.58 -0.38 -29.82  0.353
H 24.97 -2.54 -28.42  0.289
H 24.46 -0.88 -28.80  0.449
H 26.03 0.92 -26.16  0.154
H 26.27 0.97 -27.93  0.371
H 24.65 0.96 -27.26  0.475
H 23.67 -0.96 -26.31  0.457
H 24.49 -2.54 -26.26  0.366
H 24.88 -1.20 -25.09  -0.267
H 28.88 0.40 -26.91  0.235
H 28.18 0.45 -28.53  0.334
H 29.78 -0.27 -28.24  0.502
H 27.28 -2.00 -24.95  0.210

The LUMO energy is 0.0163 Ha. The SMILES is CC1(C)CCCC(C)(C)N1O.CC1(C)CCCC(C)(C)N1O.CC1(C)CCCC(C)(C)N1O.CC1(C)CCCC(C)(C)N1O.CC1(C)CCCC(C)(C)N1O.CC1(C)CCCC(C)(C)N1O. The molecular weight comes out at 943.5 g/mol. The calculation puts the highest occupied orbital energy at -8.2 eV.

> highest occupied orbital energy of number 2 (C54H114N6O6)?

-8.2 eV

> What is the formula in the first record?

C54H103F3N2O9Si2

> The lowest highest occupied orbital energy belongs to which entry?

C54H114N6O6